Formula: C15H18Br3Cl8FN3O
Source: the Open Molecules 2025 dataset
Level of theory: ωB97M-V with the def2-TZVPD basis set

Net charge ... +1
Electronic energy ... -12325.0003 a.u.
HOMO level ... -12.2 eV
Energy above the lowest of the compared OMol25 structures with the same formula, charge and spin ... 26.9 kcal per mole
Orbital gap ... 7.73 eV

Geometry as XYZ:
```
49
Properties=species:S:1:pos:R:3:lowdin_charge:R:1
F 2.386 1.553 1.592 0.2048
H 0.951 3.089 3.031 0.1277
C -0.319 -0.014 -0.139 -0.2051
H -0.680 0.886 5.384 0.0682
C 0.879 -5.011 -6.066 -1.0136
Cl 1.598 5.046 -3.451 0.5239
H -0.514 2.428 3.771 0.1340
C -3.228 -2.120 -6.104 -0.9694
H 4.156 3.135 6.671 0.0351
N 0.146 1.387 2.015 -0.0181
C 1.192 1.143 1.267 -0.2296
C 0.162 4.029 -3.571 -1.0206
Br -0.681 0.070 -3.034 0.7995
O -3.441 -1.126 2.504 0.2513
Cl 2.377 1.919 7.624 0.6086
Cl 0.328 -5.547 -4.474 0.5293
H -0.648 4.611 -3.998 0.0323
H -2.577 -1.721 -6.875 0.0320
H 0.784 1.425 6.386 -0.0739
H 0.385 3.179 -4.209 0.0178
Cl 1.907 -3.579 -5.944 0.5051
C -0.598 -0.862 -1.361 -0.6759
N -2.716 -0.016 0.517 0.2115
Cl -3.861 -0.782 -5.140 0.5121
Br 0.930 -1.039 5.976 0.6228
C -1.378 0.363 0.757 -0.2532
C -0.971 -3.112 -2.419 -0.2142
H -1.705 -3.910 -2.222 0.0841
Cl 2.246 4.219 5.809 0.5464
C 0.432 2.150 3.279 -0.0677
H 0.001 -3.604 -2.631 0.0523
C 1.225 1.226 4.263 -0.2826
C -0.739 -2.178 -1.245 -0.6685
H 1.445 -5.813 -6.530 0.0293
C 0.407 0.819 5.530 -0.6033
H -4.058 -2.651 -6.558 0.0317
Cl -2.302 -3.253 -5.105 0.5956
H 0.012 -4.770 -6.672 0.0100
Cl -0.343 3.431 -1.983 0.4612
Br -0.642 -2.983 0.516 0.8151
H 3.293 4.069 7.913 0.0333
N -1.110 1.068 1.834 0.2262
C 3.181 3.396 7.070 -0.9452
H -1.266 -2.584 -3.351 -0.0678
C -3.187 -0.476 1.582 -0.2405
H 2.173 1.733 4.520 0.0789
C 0.998 0.381 0.072 0.1354
H 1.832 0.119 -0.583 0.1618
H 1.537 0.276 3.784 0.0720
```

---

Formula: C15H18Cl28N2O5S2
Source: the Open Molecules 2025 dataset
Level of theory: ωB97M-V with the def2-TZVPD basis set

Net charge ... 0
Electronic energy ... -14749.6889 a.u.
HOMO level ... -9.0 eV
Orbital gap ... 8.91 eV

Geometry as XYZ:
```
70
Properties=species:S:1:pos:R:3:lowdin_charge:R:1
C 2.049 1.370 -2.410 -0.5790
H -3.979 2.790 -0.925 0.0742
O 2.283 0.617 0.824 -0.2292
Cl -5.147 3.484 -4.246 0.5020
S 1.289 0.531 -0.185 0.5864
Cl 1.849 -7.680 9.558 0.5248
Cl -2.201 -0.160 -3.307 0.5587
Cl 1.301 -4.921 8.912 0.5256
O -0.548 4.920 -1.391 -0.0245
C -1.072 3.809 -2.120 -0.3566
H -1.707 4.229 -2.908 0.1215
Cl -5.035 0.299 -3.575 0.5285
C -5.319 5.237 -4.380 -2.0477
O 0.221 -0.380 0.011 -0.2445
Cl -2.364 -4.943 6.568 0.5048
C 4.294 4.770 -1.839 -0.5306
Cl 0.720 -6.990 6.994 0.4631
Cl -2.924 -7.518 5.401 0.5238
N 2.181 1.007 -3.794 0.1350
Cl -0.900 -0.581 4.803 0.5323
C -2.001 3.024 -1.201 -0.1965
H -1.690 1.996 -1.014 0.0963
Cl 2.843 -8.097 2.230 0.5238
H -0.362 2.568 -3.750 0.1252
H 4.764 5.583 -2.385 0.0692
C -2.601 -0.931 4.498 -2.0508
S 3.687 3.526 -3.021 0.8825
Cl -3.365 -1.480 5.992 0.5100
H 5.309 4.971 0.015 0.0763
H 6.300 4.189 -1.187 0.0745
H 1.920 1.788 -4.387 0.0787
H 3.070 2.573 -0.912 0.0801
Cl -3.415 0.537 3.940 0.5169
C 5.284 4.247 -0.803 -0.1502
Cl -4.287 6.041 -3.198 0.5371
O 0.759 2.003 -0.585 -0.1372
Cl 3.613 -3.545 -2.515 0.5279
Cl -4.001 -2.393 -3.599 0.5486
C 0.746 -6.586 8.713 -2.0445
Cl -4.700 -5.292 4.915 0.5287
Cl 3.535 -6.993 4.805 0.5286
Cl 0.768 -7.136 3.988 0.4704
H -3.466 2.184 -2.300 -0.0325
H 0.042 1.014 -2.215 0.0973
C 2.625 -3.635 -1.049 -2.0285
Cl -0.875 -6.753 9.400 0.5130
Cl 2.658 -5.291 -0.436 0.4954
N -3.395 3.021 -1.726 -0.0207
C 0.022 3.006 -2.830 -0.0650
H 0.798 3.716 -3.132 0.0970
Cl 3.278 -2.522 0.157 0.5683
Cl -7.004 5.683 -4.088 0.5224
Cl -2.742 -2.187 3.262 0.5008
Cl -4.850 5.746 -6.008 0.5158
C 2.429 -6.866 3.434 -2.0211
Cl -2.070 -5.330 3.731 0.4858
Cl 2.585 -5.280 2.679 0.5045
H 0.114 5.349 -1.948 0.0895
C -3.691 -0.729 -4.085 -2.0312
H -2.023 3.543 -0.245 0.1267
Cl 0.962 -3.187 -1.435 0.5538
H 1.501 0.274 -3.990 0.1021
H 4.992 3.301 -0.359 0.0569
H 3.418 5.177 -1.335 0.0634
O 2.059 0.164 -1.582 -0.1779
Cl -3.512 -0.641 -5.837 0.5431
C 0.670 1.895 -2.025 -0.3015
C 3.248 2.163 -1.901 -0.3854
C -3.015 -5.769 5.154 -2.0405
H 4.077 1.466 -1.823 0.1042
```

---

Formula: C15H18CuN4O6
Source: the Open Molecules 2025 dataset
Level of theory: ωB97M-V with the def2-TZVPD basis set

Net charge ... 0
Spin multiplicity ... 2
Electronic energy ... -2893.4342 a.u.
HOMO level (spin up / spin down) ... -8.9 / -9.2 eV
Expectation value of S² ... 0.753
Orbital gap (spin up / spin down) ... 9.30 / 9.39 eV

Geometry as XYZ:
```
44
Properties=species:S:1:pos:R:3:mulliken_spin:R:1
N -0.479 -0.116 -2.879 0.0058
C -1.426 -2.114 1.318 0.0065
C 2.785 -0.032 1.336 0.0079
C 1.082 -1.908 4.225 -0.0059
H -0.819 0.142 -6.214 0.0001
H 2.083 -2.054 5.842 -0.0002
H -2.934 4.266 0.125 0.0000
H 3.002 -0.885 4.050 0.0003
H 1.440 -1.140 -5.254 0.0003
O 2.336 0.059 0.131 0.0722
H -2.789 2.418 2.907 0.0000
H 2.347 -2.736 -1.953 -0.0001
O -1.192 -1.749 0.104 0.0754
C -2.347 3.401 -0.167 -0.0001
N -1.863 2.723 1.029 -0.0004
H 3.189 -1.190 -1.904 -0.0010
C 1.847 -0.812 2.261 -0.0001
C -0.250 -0.211 -4.199 -0.0022
C 2.074 -1.174 3.570 0.0066
C -2.225 3.179 2.367 0.0000
C -0.243 -1.849 2.257 -0.0041
O -2.436 -2.621 1.771 0.0058
O 3.829 0.402 1.787 0.0052
H -0.879 -2.815 4.061 0.0002
Cu 0.501 -0.701 -0.203 0.6900
H -1.340 3.439 2.949 0.0000
O -0.744 1.204 -0.221 -0.0005
H -0.758 1.196 1.818 0.0006
H -1.508 3.723 -0.784 0.0000
H -2.179 -0.102 -5.115 -0.0001
C 2.614 -1.860 -2.546 -0.0039
N 0.498 -0.689 -2.161 0.0469
H -1.235 0.329 -2.383 0.0007
H 3.231 -2.180 -3.382 -0.0003
O 1.218 -2.313 5.505 -0.0013
C 1.384 -1.165 -3.025 0.0012
H -1.291 1.427 -5.100 -0.0002
C -1.083 1.653 0.873 -0.0027
C 0.946 -0.885 -4.332 0.0027
N 0.717 -1.153 1.662 0.0889
C -0.101 -2.250 3.565 0.0053
H -2.966 2.729 -0.762 0.0000
H -2.846 4.065 2.283 0.0000
C -1.190 0.347 -5.213 0.0004
```

---

Formula: C15H18HfN2O5S
Source: the Open Molecules 2025 dataset
Level of theory: ωB97M-V with the def2-TZVPD basis set

Net charge ... +2
Electronic energy ... -1513.8348 a.u.
HOMO level ... -16.4 eV
Energy above the lowest of the compared OMol25 structures with the same formula, charge and spin ... 7.1 kcal per mole
Orbital gap ... 8.13 eV

Geometry as XYZ:
```
42
Properties=species:S:1:pos:R:3:lowdin_charge:R:1
C 2.610 2.542 1.751 -0.3107
C -2.325 -2.483 -0.234 -0.0781
H -1.873 -1.528 -1.972 0.1317
H -0.944 0.852 2.463 0.1471
C 1.505 2.084 1.082 -0.2258
Hf -0.073 -0.308 -0.533 1.7678
O 1.173 -3.127 2.327 0.1474
C 0.838 -0.494 -2.578 -0.2301
H -3.009 -2.033 1.723 0.1751
H -3.270 -0.822 0.474 0.1286
H 2.797 -0.935 0.942 0.1092
N 1.542 0.743 0.701 -0.1662
H -2.770 0.428 2.508 0.1860
H -3.372 -2.670 -0.659 0.1777
C 0.556 -2.297 1.694 -0.5219
H -1.348 -2.355 2.666 0.1514
C -2.526 -1.475 0.862 -0.1921
H -1.928 -3.441 0.214 0.1626
C 1.650 2.221 -2.520 0.0290
H 1.879 3.270 -2.497 0.1336
H 3.623 1.456 -2.198 0.1332
H 0.573 -1.505 -2.986 0.1675
C -1.838 0.535 1.848 -0.0817
O 0.774 -1.996 0.369 -0.2058
C 2.169 -0.124 -2.295 -0.0821
C -0.631 -1.573 2.344 -0.0278
N -1.377 -0.748 1.353 -0.2778
H 0.659 2.754 0.873 0.1309
H -0.309 -0.927 3.196 0.1616
H 2.959 -0.910 -2.246 0.1604
C -0.118 0.584 -2.768 -0.1661
O -1.444 1.266 -0.491 -0.1971
H -0.405 2.713 -2.605 0.1278
C 2.610 0.133 1.161 -0.3894
C -2.158 1.468 0.673 -0.5221
O -3.044 2.279 0.763 0.1649
H -1.116 0.413 -3.189 0.1460
O -1.366 -1.887 -1.222 -0.1580
C 0.291 1.920 -2.646 -0.0291
C 2.596 1.183 -2.343 -0.0060
H 2.780 3.600 1.883 0.0986
S 3.659 1.193 2.111 1.1297
```

---

Formula: C15H18LuNO10
Source: the Open Molecules 2025 dataset
Level of theory: ωB97M-V with the def2-TZVPD basis set

Net charge ... 0
Electronic energy ... -2625.1504 a.u.
HOMO level ... -8.9 eV
Energy above the lowest of the compared OMol25 structures with the same formula, charge and spin ... 29.0 kcal per mole
Orbital gap ... 8.18 eV

Geometry as XYZ:
```
45
Properties=species:S:1:pos:R:3:lowdin_charge:R:1
O -6.083 -1.199 2.453 0.0758
H -0.134 -1.573 3.373 0.1463
O 1.758 -2.642 -0.499 0.0522
H -2.451 -1.592 3.605 0.1300
O -0.674 -1.174 -0.530 -0.1403
C 3.339 0.640 -1.145 -0.6832
H -1.321 1.523 1.016 0.0675
H 2.293 2.452 0.746 0.0776
O 0.882 -0.899 1.772 -0.1021
C 2.363 -2.947 -1.501 -0.4673
C -4.053 -1.039 0.662 0.0233
Lu 1.184 -0.277 -0.269 1.6242
H 3.332 -2.150 -3.254 0.1468
H 1.074 3.224 1.780 0.0941
H 1.125 1.445 1.664 0.0624
C -1.640 -1.127 0.284 -0.3438
O 3.166 -0.272 -0.276 -0.1380
O -4.775 -1.861 4.028 0.0692
C 2.344 -2.121 -2.780 -0.0761
C -0.170 -1.266 2.312 -0.1498
C -2.989 -0.971 -0.179 0.0186
H -3.121 -0.791 -1.235 0.1227
H 3.755 -0.070 -3.182 0.1363
C -1.164 2.390 0.369 -0.0206
N -4.984 -1.463 2.897 -0.3730
C -2.585 -1.426 2.546 0.0593
H 1.617 -2.607 -3.451 0.1595
C 2.885 0.230 -2.589 -0.0741
O 1.887 -0.805 -2.557 -0.1875
H -0.151 3.800 -1.727 0.0829
H -1.427 3.298 0.906 0.0848
C -3.856 -1.308 2.034 -0.1583
C 0.541 3.748 -0.889 -0.0266
C -1.464 -1.288 1.718 -0.1184
H -5.065 -0.911 0.309 0.1231
O 3.053 -4.067 -1.622 0.1603
H 2.406 1.100 -3.048 0.1381
O 3.813 1.745 -0.970 0.0708
C 0.304 2.440 -0.112 -0.7104
O 0.562 1.361 -0.945 -0.3299
H 1.559 3.751 -1.271 0.0806
H 3.020 -4.595 -0.804 0.1524
H -1.817 2.291 -0.496 0.0878
H 0.394 4.613 -0.247 0.0808
C 1.263 2.389 1.107 -0.0282
```